1.
The following is a quantum chemistry calculation of one molecule with the formula C2H3Cl2NOS2 in a non-equilibrium geometry, from the Open Molecules 2025 dataset.

E_HOMO (alpha / beta) ... -8.5972 / -9.1490 eV
Kohn-Sham gap (alpha / beta) ... 9.05 / 7.20 eV
Relative energy (zero: lowest compared OMol25 entry of this formula, charge and spin) ... 0.000 eV
LUMO level (alpha / beta) ... 0.45 / -1.95 eV
<S²> ... 2.009
Multiplicity ... 3

The geometry in XYZ format:
```
11
C2H3Cl2NOS2 | the Open Molecules 2025 dataset | the ωB97M-V functional and the def2-TZVPD basis
C -0.615 0.250 -0.083
C 0.857 0.456 -0.426
N -0.933 -1.159 0.008
O 0.953 0.795 2.246
S -2.334 -1.822 -0.582
S 1.883 0.411 1.149
Cl 1.444 -0.733 -1.574
Cl 1.054 2.149 -1.058
H -0.556 0.861 0.915
H -1.507 0.620 -0.720
H -0.244 -1.827 0.125
```

---

2.
The following is a quantum chemistry calculation of one molecule with the formula C3H10N2P2 in a non-equilibrium geometry, from the Open Molecules 2025 dataset.

E_HOMO ... -8.5071 eV
Kohn-Sham gap ... 9.58 eV
Relative energy (zero: lowest compared OMol25 entry of this formula, charge and spin) ... 2.471 eV
SMILES ... CNN1[C@@H](C)P1#[PH2]
LUMO level ... 1.07 eV

The geometry in XYZ format:
```
17
C3H10N2P2 | the Open Molecules 2025 dataset | the ωB97M-V functional and the def2-TZVPD basis
C -2.454 -1.052 0.788
N -1.870 -0.340 -0.355
N -0.203 -0.182 -0.141
C 0.351 1.059 -0.491
C 1.088 1.808 0.523
P 0.894 -0.543 -1.379
P 2.394 -1.394 -0.158
H -3.320 -0.402 1.066
H -2.589 -2.148 0.607
H -1.783 -0.956 1.733
H -2.162 -0.726 -1.323
H -0.271 1.680 -1.100
H 0.656 2.771 0.738
H 2.111 2.028 0.113
H 1.308 1.191 1.337
H 3.099 -0.462 -0.908
H 2.752 -2.331 -1.048
```

---

3.
The following is a quantum chemistry calculation of C5H15MnN4O13S as an isolated structure in a non-equilibrium geometry, from the Open Molecules 2025 dataset.

E_HOMO (alpha / beta) ... -4.2639 / -4.8948 eV
Kohn-Sham gap (alpha / beta) ... 6.31 / 6.94 eV
Charge ... -1
Relative energy (zero: lowest compared OMol25 entry of this formula, charge and spin) ... 0.000 eV
LUMO level (alpha / beta) ... 2.04 / 2.04 eV
<S²> ... 8.755
Multiplicity ... 6

The geometry in XYZ format:
```
39
C5H15MnN4O13S | the Open Molecules 2025 dataset | the ωB97M-V functional and the def2-TZVPD basis
Mn -0.104 -0.247 -0.412
C -2.904 1.199 -1.048
O -1.571 0.914 -1.148
H -3.126 2.271 -1.291
H -3.548 0.650 -1.762
H -3.276 1.065 -0.016
S 0.652 -2.849 -0.573
O -0.605 -2.205 -1.088
O 1.469 -1.607 -0.229
O 0.481 -3.611 0.686
O 1.271 -3.710 -1.577
C -0.968 0.847 -4.214
N 0.499 0.713 -3.926
O 0.748 0.244 -2.845
O 1.297 1.238 -4.674
H -1.424 -0.071 -3.860
H -1.140 0.987 -5.275
H -1.259 1.698 -3.609
C -1.858 -3.157 2.190
N -2.280 -1.835 1.643
O -1.409 -1.090 1.229
O -3.450 -1.542 1.700
H -1.661 -3.836 1.367
H -2.668 -3.480 2.832
H -0.906 -2.982 2.676
C 3.843 0.720 0.667
N 3.085 1.095 -0.545
O 1.881 1.158 -0.439
O 3.712 1.315 -1.557
H 3.310 1.104 1.527
H 4.845 1.122 0.599
H 3.835 -0.367 0.713
C 0.304 2.548 3.544
N 0.598 1.352 2.720
O 1.485 0.636 3.139
O 0.005 1.219 1.675
H -0.456 3.166 3.080
H 1.222 3.133 3.563
H 0.067 2.194 4.539
```

---

4.
The following is a quantum chemistry calculation of C5H14N as an isolated structure in a non-equilibrium geometry, from the Open Molecules 2025 dataset.

E_HOMO ... -12.4556 eV
Kohn-Sham gap ... 5.18 eV
Charge ... +1
Relative energy (zero: lowest compared OMol25 entry of this formula, charge and spin) ... 13.411 eV
LUMO level ... -7.28 eV

The geometry in XYZ format:
```
20
C5H14N | the Open Molecules 2025 dataset | the ωB97M-V functional and the def2-TZVPD basis
C -0.599 -1.624 -0.824
C -1.027 -0.523 0.201
C 0.390 0.803 0.402
C 1.458 0.054 1.033
C 0.541 1.475 -0.959
N -1.898 0.350 -0.280
H -1.011 -1.309 -2.011
H -1.136 -2.529 -1.065
H 0.603 -2.025 -0.929
H -1.538 -0.375 1.141
H -0.213 1.525 1.038
H 1.764 -0.757 0.490
H 1.192 -0.311 2.079
H 2.429 0.710 1.160
H 1.289 0.973 -1.711
H 0.795 2.536 -0.883
H -0.561 1.489 -1.278
H 0.089 -0.391 -2.124
H 2.477 -1.182 3.424
H 2.532 -1.912 3.516
```

---

5.
The following is a quantum chemistry calculation of one molecule with the formula H4OP2S in a non-equilibrium geometry, from the Open Molecules 2025 dataset.

E_HOMO ... -8.9716 eV
Kohn-Sham gap ... 9.21 eV
Relative energy (zero: lowest compared OMol25 entry of this formula, charge and spin) ... 0.424 eV
SMILES ... PO[PH2]=S
LUMO level ... 0.24 eV

The geometry in XYZ format:
```
8
H4OP2S | the Open Molecules 2025 dataset | the ωB97M-V functional and the def2-TZVPD basis
P -0.583 -0.229 -1.834
O -0.394 -0.644 -0.186
P 0.503 -0.123 0.998
S 0.165 -0.973 2.655
H -1.892 0.245 -1.478
H -0.116 1.020 -1.609
H 1.747 -0.619 0.528
H 0.569 1.323 0.926
```

---

6.
The following is a quantum chemistry calculation of C7H18AlBr2ClO3P as an isolated structure, from the Open Molecules 2025 dataset.

E_HOMO ... -5.1939 eV
Kohn-Sham gap ... 7.66 eV
Charge ... -1
LUMO level ... 2.47 eV

The geometry in XYZ format:
```
33
C7H18AlBr2ClO3P | the Open Molecules 2025 dataset | the ωB97M-V functional and the def2-TZVPD basis
C 3.527 -1.217 -0.993
C 3.297 -0.057 -1.953
C 1.841 0.434 -2.013
C 1.168 0.725 -0.663
C 1.540 2.149 -0.191
Al -0.821 0.597 -0.658
Cl -1.797 2.521 -1.224
P -1.672 -1.156 -2.033
O -0.806 -1.654 -3.118
O -3.085 -0.640 -2.683
O -2.124 -2.437 -1.126
H 3.468 -0.877 0.043
H 2.757 -1.978 -1.114
H 4.518 -1.649 -1.124
H 3.989 0.761 -1.735
H 3.559 -0.401 -2.959
H 1.846 1.375 -2.571
H 1.276 -0.285 -2.606
H 1.531 0.055 0.120
H 1.024 2.423 0.730
H 1.270 2.877 -0.957
H 2.621 2.241 -0.032
H -1.362 0.304 0.821
H -3.509 -0.022 -2.080
H -2.829 -2.177 -0.525
Br -0.824 -1.376 3.253
C -1.973 0.106 3.719
C -3.338 -0.349 4.161
Br -4.437 -0.964 2.677
H -2.008 0.739 2.834
H -1.474 0.630 4.531
H -3.887 0.478 4.606
H -3.286 -1.174 4.865
```

---

7.
The following is a quantum chemistry calculation of C30H55N2O48PS11 as an isolated structure in a non-equilibrium geometry, from the Open Molecules 2025 dataset.

E_HOMO ... -9.0206 eV
Kohn-Sham gap ... 8.94 eV
LUMO level ... -0.08 eV

The geometry in XYZ format:
```
147
C30H55N2O48PS11 | the Open Molecules 2025 dataset | the ωB97M-V functional and the def2-TZVPD basis
C -3.636 6.473 -0.734
C -3.031 5.900 -2.003
C -2.754 6.872 -3.124
N -2.779 4.657 -1.998
O -2.343 4.218 -3.289
P -1.308 2.998 -3.092
O -0.476 3.256 -1.911
O -2.143 1.642 -2.795
O -0.468 2.805 -4.446
C 0.612 3.697 -4.475
C 0.540 4.909 -5.148
C 1.585 5.823 -5.177
N 2.746 5.574 -4.561
C 2.811 4.404 -3.922
C 1.824 3.425 -3.838
H -3.114 6.135 0.164
H -4.686 6.163 -0.720
H -3.567 7.570 -0.756
H -2.101 6.484 -3.903
H -2.320 7.774 -2.679
H -3.724 7.180 -3.538
H -1.467 0.999 -2.532
H -0.380 5.150 -5.684
H 1.462 6.768 -5.700
H 3.757 4.187 -3.410
H 1.964 2.506 -3.283
C -2.917 9.073 2.727
C -4.371 9.337 3.047
O -4.682 10.543 2.326
S -3.823 10.592 0.974
O -4.633 10.117 -0.093
O -3.143 11.835 0.921
O -2.770 9.443 1.348
H -2.257 9.707 3.322
H -2.642 8.035 2.869
H -4.548 9.468 4.109
H -5.012 8.538 2.668
C -1.564 4.719 5.601
C -2.838 4.157 6.194
O -3.790 5.227 6.089
S -3.476 6.078 4.779
O -4.324 5.647 3.724
O -3.372 7.447 5.150
O -2.001 5.515 4.493
H -1.049 5.371 6.310
H -0.882 3.942 5.264
H -2.720 3.856 7.233
H -3.210 3.311 5.612
C -3.374 -0.995 -6.724
C -3.887 0.222 -7.457
O -2.973 1.260 -7.084
S -1.513 0.642 -6.861
O -0.747 0.847 -8.037
O -1.063 1.033 -5.574
O -1.944 -0.903 -6.791
H -3.663 -0.978 -5.674
H -3.714 -1.923 -7.176
H -4.901 0.487 -7.170
H -3.840 0.089 -8.540
C 6.808 0.861 -1.142
C 7.279 0.531 -2.542
O 6.260 1.063 -3.397
S 5.630 2.374 -2.729
O 6.245 3.522 -3.289
O 4.224 2.201 -2.694
O 6.215 2.164 -1.249
H 6.035 0.167 -0.803
H 7.625 0.869 -0.426
H 7.395 -0.538 -2.704
H 8.218 1.038 -2.774
C -5.166 -1.601 -1.345
C -4.059 -0.814 -2.016
O -3.275 -1.814 -2.691
S -4.236 -3.022 -3.162
O -4.594 -2.836 -4.526
O -3.679 -4.237 -2.696
O -5.509 -2.639 -2.273
H -4.814 -2.076 -0.426
H -6.035 -0.987 -1.124
H -3.454 -0.256 -1.308
H -4.460 -0.130 -2.766
C 4.371 -4.655 -0.639
C 3.877 -3.419 -1.352
O 4.856 -2.417 -1.047
S 6.291 -3.106 -0.891
O 6.999 -2.954 -2.116
O 6.839 -2.688 0.352
O 5.806 -4.625 -0.780
H 4.137 -4.622 0.428
H 3.965 -5.563 -1.068
H 2.896 -3.109 -1.017
H 3.866 -3.565 -2.430
C -0.309 -3.122 -5.137
C 1.098 -2.878 -5.637
O 1.875 -2.705 -4.442
S 1.264 -3.611 -3.275
O 2.007 -4.821 -3.202
O 1.041 -2.787 -2.141
O -0.142 -3.932 -3.961
H -0.796 -2.192 -4.844
H -0.926 -3.638 -5.868
H 1.171 -1.998 -6.271
H 1.488 -3.746 -6.174
C 6.699 -9.894 -2.478
C 6.098 -9.271 -3.719
O 5.068 -8.407 -3.222
S 5.510 -7.814 -1.799
O 6.057 -6.519 -1.980
O 4.457 -8.056 -0.872
O 6.707 -8.839 -1.508
H 6.074 -10.704 -2.097
H 7.708 -10.263 -2.644
H 5.682 -10.010 -4.398
H 6.828 -8.658 -4.253
C 3.400 -10.017 1.514
C 1.894 -10.010 1.638
O 1.626 -10.794 2.810
S 2.820 -10.602 3.864
O 2.433 -9.621 4.817
O 3.287 -11.881 4.252
O 3.879 -9.934 2.865
H 3.759 -10.954 1.081
H 3.769 -9.183 0.926
H 1.400 -10.438 0.770
H 1.513 -9.001 1.810
C 0.821 -7.449 7.202
C 0.217 -6.816 5.970
O -0.803 -5.946 6.478
S -0.349 -5.367 7.906
O 0.214 -4.078 7.719
O -1.393 -5.605 8.835
O 0.845 -6.401 8.181
H 0.193 -8.257 7.583
H 1.825 -7.826 7.024
H -0.208 -7.549 5.290
H 0.950 -6.207 5.436
C -6.125 7.063 10.756
C -5.004 7.910 10.193
O -4.097 6.964 9.614
S -4.921 5.712 9.041
O -5.110 5.886 7.648
O -4.352 4.524 9.572
O -6.307 6.014 9.799
H -5.841 6.611 11.710
H -7.047 7.624 10.882
H -4.503 8.501 10.955
H -5.361 8.569 9.398
```

---

8.
The following is a quantum chemistry calculation of C36H76Be2F7N7O16S6 as an isolated structure in a non-equilibrium geometry, from the Open Molecules 2025 dataset.

E_HOMO ... -9.4215 eV
Kohn-Sham gap ... 2.95 eV
Charge ... +1
LUMO level ... -6.47 eV
<S²> ... 0.754
Multiplicity ... 2

The geometry in XYZ format:
```
150
C36H76Be2F7N7O16S6 | the Open Molecules 2025 dataset | the ωB97M-V functional and the def2-TZVPD basis
Be 1.927 -0.293 1.063
Be 0.032 3.706 -0.732
F 1.363 1.686 -0.653
N 0.621 3.721 1.664
S -0.136 4.639 2.857
O 0.060 6.130 2.644
O -0.532 4.092 4.190
F -1.557 4.510 2.129
S 1.806 3.219 2.429
O 2.013 1.742 2.535
O 2.397 4.120 3.489
F 2.928 3.581 1.312
N -0.491 0.096 1.329
S -1.586 0.406 0.031
O -1.785 1.792 -0.471
O -2.721 -0.561 -0.109
F -0.680 -0.302 -1.104
S -1.506 0.287 2.398
O -2.556 -0.731 2.649
O -1.775 1.652 2.754
F -0.427 -0.112 3.517
N 3.444 0.301 -2.909
S 4.778 -0.649 -3.398
O 5.343 -0.205 -4.636
O 5.033 -2.070 -2.943
F 5.846 0.151 -2.539
S 2.468 -0.854 -2.899
O 2.240 -1.440 -1.548
O 2.342 -1.841 -3.964
F 1.116 -0.003 -3.090
C -0.407 4.529 -4.523
C -1.812 5.018 -4.062
C -2.660 3.852 -4.722
C -4.113 3.785 -4.350
C -4.221 3.880 -2.834
C -3.440 5.026 -2.094
N -2.070 4.935 -2.602
O -1.257 5.773 -1.823
C -4.140 6.382 -2.369
C -3.557 4.727 -0.574
C -2.063 6.528 -4.557
H -0.087 3.560 -4.141
H 0.415 5.172 -4.206
H -0.445 4.426 -5.607
H -2.631 3.982 -5.803
H -2.266 2.853 -4.534
H -4.442 2.839 -4.779
H -4.666 4.551 -4.893
H -4.001 2.871 -2.485
H -5.255 4.188 -2.682
H -3.565 7.279 -2.141
H -4.631 6.607 -3.316
H -4.944 6.375 -1.633
H -4.580 4.739 -0.198
H -3.227 3.759 -0.197
H -3.039 5.528 -0.047
H -1.848 7.297 -3.815
H -3.044 6.634 -5.018
H -1.373 6.814 -5.351
H -1.391 6.700 -2.036
C -0.082 -3.028 1.413
C 1.137 -3.928 1.462
C 1.145 -4.637 0.062
C 2.366 -5.533 -0.039
C 3.674 -4.588 0.046
C 3.755 -3.679 1.299
N 2.435 -3.228 1.678
O 2.440 -2.265 2.669
C 4.374 -4.565 2.431
C 4.710 -2.439 1.050
C 0.831 -4.830 2.667
H -0.074 -2.327 0.578
H -0.164 -2.386 2.290
H -1.009 -3.591 1.308
H 0.173 -5.127 0.002
H 1.109 -3.959 -0.791
H 2.260 -6.112 -0.956
H 2.290 -6.262 0.768
H 3.637 -4.004 -0.874
H 4.418 -5.383 -0.004
H 3.678 -5.308 2.819
H 5.286 -4.949 1.975
H 4.653 -3.920 3.264
H 4.134 -1.519 0.950
H 5.551 -2.209 1.703
H 5.285 -2.497 0.126
H 0.786 -4.273 3.603
H 1.491 -5.697 2.687
H -0.124 -5.353 2.719
H 2.541 -2.728 3.504
C 3.976 0.160 4.915
C 3.939 -0.613 6.203
C 4.822 0.302 7.285
C 3.845 1.424 7.761
C 2.631 0.902 8.410
C 1.825 0.064 7.301
N 2.586 -0.958 6.733
O 1.818 -1.756 5.885
C 0.647 -0.531 8.119
C 1.274 1.125 6.397
C 4.577 -1.969 6.027
H 3.321 -0.208 4.126
H 4.938 0.167 4.403
H 3.844 1.242 4.874
H 5.360 -0.238 8.064
H 5.517 0.862 6.659
H 3.560 2.046 6.912
H 4.443 2.035 8.437
H 1.915 1.625 8.801
H 2.826 0.202 9.222
H -0.126 -0.832 7.412
H 1.105 -1.241 8.808
H 0.201 0.106 8.883
H 0.357 0.754 5.939
H 1.080 2.081 6.883
H 2.060 1.339 5.673
H 4.258 -2.448 5.102
H 4.397 -2.692 6.823
H 5.634 -1.702 6.041
H 1.188 -2.191 6.463
C -2.732 -0.599 -6.654
C -2.973 -2.112 -6.313
C -1.801 -2.515 -5.357
C -1.840 -2.029 -3.980
C -3.044 -2.562 -3.306
C -4.351 -2.347 -4.211
N -4.244 -2.422 -5.663
O -5.374 -2.308 -6.465
C -5.373 -3.502 -3.787
C -5.077 -1.063 -3.845
C -2.819 -3.005 -7.569
H -2.031 -0.490 -7.481
H -2.368 -0.005 -5.816
H -3.640 -0.300 -7.179
H -1.603 -3.578 -5.489
H -0.895 -2.102 -5.802
H -1.977 -0.947 -3.974
H -0.912 -2.207 -3.437
H -3.073 -1.988 -2.379
H -2.970 -3.559 -2.872
H -5.760 -3.417 -2.772
H -6.257 -3.635 -4.411
H -4.706 -4.362 -3.846
H -4.898 -0.956 -2.775
H -4.729 -0.169 -4.361
H -6.166 -1.107 -3.814
H -3.380 -2.509 -8.362
H -3.372 -3.941 -7.493
H -1.746 -3.149 -7.695
H -5.657 -3.225 -6.466
```

---

9.
The following is a quantum chemistry calculation of a 2-piece molecular cluster, C2H2FOP overall in a non-equilibrium geometry, from the Open Molecules 2025 dataset.

E_HOMO ... -9.6430 eV
Kohn-Sham gap ... 9.40 eV
Relative energy (zero: lowest compared OMol25 entry of this formula, charge and spin) ... 3.108 eV
LUMO level ... -0.24 eV

The geometry in XYZ format:
```
7
C2H2FOP | the Open Molecules 2025 dataset | the ωB97M-V functional and the def2-TZVPD basis
C -0.859 -0.207 -0.012
C -3.157 -0.208 0.037
O -3.817 -1.123 0.358
F -3.580 0.976 -0.363
P -0.394 1.322 0.320
H -0.538 -1.204 -0.202
H 1.010 1.123 0.260
```